*w*
The following is a DFT calculation (the ωB97M-V functional and the def2-TZVPD basis) of a cluster of 10 separate species, H21O10 in total.

Structure (ORCA input):
```
! RIJCOSX wB97M-V def2-TZVPD def2/J DEFGRID3
* xyz 2 2
O 0.738 -3.660 1.391
O 2.303 1.446 2.785
O 0.480 -0.529 0.971
O -0.025 1.203 -2.558
O -1.058 2.775 2.992
O -0.420 2.435 -0.325
O 1.765 -0.221 -1.602
O -1.302 -0.957 -3.136
O 1.052 -3.114 -1.168
O -3.007 1.742 0.280
H 0.418 -1.355 0.451
H 0.162 3.038 0.148
H 0.845 -4.039 -1.340
H -3.391 2.483 0.782
H -1.730 2.077 2.875
H -0.910 1.919 0.336
H -0.572 2.642 3.820
H -0.432 -0.440 1.270
H 3.030 1.813 2.209
H 1.799 -0.022 -0.661
H -0.135 1.882 -1.817
H -2.535 2.047 -0.496
H -0.175 -3.917 1.609
H -0.849 0.643 -2.586
H 1.015 -3.695 2.324
H 2.035 -1.138 -1.756
H 2.086 0.587 2.333
H -1.366 -1.878 -2.825
H -2.179 -1.013 -3.555
H 0.653 0.425 -2.293
H 1.705 -3.179 -0.460
*
```

As for the expectation value of S²: 0.759. As for the HOMO energy (alpha / beta): -17.37 / -17.37 eV. The calculation puts the orbital gap (alpha / beta) at 10.544 / 2.817 eV. The value obtained for the LUMO energy (alpha / beta) is -6.83 / -14.56 eV.



*x*
The following is a DFT calculation (the ωB97M-V functional and the def2-TZVPD basis) of a cluster of 10 separate species, H21O10 in total.

Structure (ORCA input):
```
! RIJCOSX wB97M-V def2-TZVPD def2/J DEFGRID3
* xyz 2 2
O 1.702 -0.433 -2.143
O -1.182 1.063 -3.588
O 0.750 2.001 0.780
O -2.412 -0.029 -1.428
O 1.381 0.191 2.475
O 3.518 -1.489 0.195
O -1.233 -2.657 0.008
O -0.850 3.821 1.129
O 0.875 -2.366 1.928
O -1.611 1.015 0.713
H 2.299 0.284 -2.426
H 0.958 1.216 1.417
H -3.301 -0.421 -1.370
H 0.857 0.387 3.265
H -0.584 1.576 -4.138
H -0.675 1.421 0.563
H 3.439 -2.031 0.998
H 1.467 -0.793 2.465
H -1.180 3.857 2.041
H 1.349 -3.054 1.432
H -1.492 3.592 0.450
H -1.535 0.079 1.014
H -2.105 0.715 -0.216
H 0.741 2.772 1.384
H -1.952 -3.148 0.430
H 2.032 -0.816 -1.314
H -0.864 0.241 -4.025
H 0.090 -2.459 1.342
H -2.508 0.724 -2.084
H -1.388 -3.027 -0.874
H 3.414 -2.234 -0.421
*
```

As for the expectation value of S²: 0.758. As for the HOMO energy (alpha / beta): -17.70 / -17.29 eV. The calculation puts the orbital gap (alpha / beta) at 11.143 / 3.278 eV. The value obtained for the LUMO energy (alpha / beta) is -6.56 / -14.01 eV.



*w* is favored, and the nearest alternative lies 39.5 kJ/mol above it.



*w*
The following is a DFT calculation (the ωB97M-V functional and the def2-TZVPD basis) of an isolated molecule of C3H4NP.

Structure (ORCA input):
```
! RIJCOSX wB97M-V def2-TZVPD def2/J DEFGRID3
* xyz 0 1
P 0.107 -0.455 -1.396
N -1.040 0.096 0.916
C 0.059 0.869 0.796
C 0.932 0.590 -0.290
C -1.164 -0.702 -0.085
H 0.788 -1.454 -0.876
H 0.322 1.448 1.696
H 1.846 1.052 -0.677
H -1.851 -1.443 -0.084
*
```

The structure (SMILES) is C1=NC=[PH]=C1. As for the HOMO energy: -9.12 eV. The calculation puts the orbital gap at 9.481 eV. The value obtained for the LUMO energy is 0.36 eV.



*x*
The following is a DFT calculation (the ωB97M-V functional and the def2-TZVPD basis) of an isolated molecule of C3H4NP.

Structure (ORCA input):
```
! RIJCOSX wB97M-V def2-TZVPD def2/J DEFGRID3
* xyz 0 1
P 0.986 -0.337 1.715
N -0.553 -0.285 -0.928
C 0.380 -1.140 -0.796
C -0.732 0.751 -0.107
C -0.142 0.826 1.096
H -0.229 1.710 1.637
H -1.470 1.412 -0.645
H 0.235 -2.020 -1.404
H 1.525 -0.916 -0.568
*
```

As for the HOMO energy (alpha / beta): -7.78 / -7.71 eV. The calculation puts the orbital gap (alpha / beta) at 6.578 / 6.585 eV. The value obtained for the LUMO energy (alpha / beta) is -1.21 / -1.12 eV.



*w* is favored, and the nearest alternative lies 172.0 kJ/mol above it.